1.
{"formula": "C4H11NOS", "method": "ωB97M-V with the def2-TZVPD basis set", "elements": ["S", "O", "N", "C", "C", "C", "C", "H", "H", "H", "H", "H", "H", "H", "H", "H", "H", "H"], "xyz": [[-2.654, 0.039, -0.791], [-4.432, -0.021, -0.865], [-2.125, -0.438, 0.554], [1.879, -0.148, -0.934], [-1.780, 0.442, 1.619], [2.371, -1.208, 1.294], [1.846, -1.175, -0.060], [1.811, -1.994, 1.755], [-4.798, 0.655, -1.467], [-2.710, 0.559, 2.240], [-2.547, -1.143, -1.285], [2.298, -0.181, 1.756], [-0.975, -0.061, 2.156], [1.482, -0.358, -2.037], [1.303, -2.078, -0.446], [3.395, -1.594, 1.236], [2.173, 0.885, -0.907], [-1.352, 1.388, 1.406]], "nbo_charge": [1.101, -0.944, -0.834, -0.421, -0.437, -0.665, -0.168, 0.222, 0.478, 0.198, 0.063, 0.222, 0.203, 0.183, 0.201, 0.227, 0.198, 0.174], "e_tot_ha": -687.0358, "e_homo_ev": -8.9262, "fmax_ev_per_a": 3.611, "multiplicity": 1, "e_lumo_ev": 0.62, "e_above_lowest_ev": 4.722}

---

2.
{"formula": "C33H37F6N3O7S", "method": "ωB97M-V with the def2-TZVPD basis set", "elements": ["S", "F", "F", "F", "F", "F", "F", "O", "O", "O", "O", "O", "O", "O", "N", "N", "N", "C", "C", "C", "C", "C", "C", "C", "C", "C", "C", "C", "C", "C", "C", "C", "C", "C", "C", "C", "C", "C", "C", "C", "C", "C", "C", "C", "C", "C", "C", "C", "C", "C", "H", "H", "H", "H", "H", "H", "H", "H", "H", "H", "H", "H", "H", "H", "H", "H", "H", "H", "H", "H", "H", "H", "H", "H", "H", "H", "H", "H", "H", "H", "H", "H", "H", "H", "H", "H", "H"], "xyz": [[-4.630, 1.936, -1.549], [4.001, 1.547, -1.066], [-0.378, 0.661, -2.309], [1.975, -0.265, -1.804], [-0.007, 2.573, -1.347], [2.071, 1.710, -2.687], [2.850, 0.588, 0.494], [-0.130, -2.300, 3.561], [2.566, 3.115, 1.287], [-5.214, 3.425, 3.308], [0.066, -0.482, 0.299], [1.579, -1.448, 2.408], [-0.788, 2.326, 5.193], [2.417, 3.861, -0.817], [1.427, -4.369, -6.996], [1.000, -0.548, 7.594], [-2.753, -0.195, -3.946], [-1.302, 1.364, 0.885], [4.038, -1.862, -6.078], [0.267, 1.260, -1.277], [-3.028, 1.268, -1.006], [-4.049, 3.227, -2.707], [-2.580, 1.697, 0.392], [2.552, -4.372, -6.768], [-0.626, -0.789, -5.345], [-4.019, 3.547, 3.363], [-3.353, 4.493, 4.312], [-0.974, -3.293, -5.041], [0.313, 0.086, 3.769], [3.987, -4.381, -6.466], [-1.804, 2.419, 3.012], [-1.827, -0.447, -4.577], [2.558, 2.895, 0.116], [0.237, -3.004, 8.078], [0.662, -1.623, 7.815], [-0.761, -2.154, -6.029], [-0.930, 1.689, 2.203], [-2.154, 4.188, 4.795], [-3.521, 4.447, -1.942], [-1.489, 2.898, 4.396], [-3.069, 2.758, 2.505], [4.352, -3.241, -5.508], [2.781, 1.490, -0.469], [0.673, -1.252, 3.154], [-0.303, 0.623, 0.028], [-3.447, 2.374, 1.237], [1.769, 1.031, -1.568], [1.988, -3.967, 6.500], [1.407, -3.979, 7.910], [0.421, 1.275, 2.788], [-0.336, -2.128, 4.489], [0.224, -0.791, -4.658], [-4.255, 4.755, -1.199], [-3.145, 0.184, -0.989], [1.139, 1.004, 2.024], [5.417, -3.307, -5.280], [-0.164, -3.052, 9.090], [-1.029, -4.245, -5.565], [-0.685, 0.035, 4.196], [-4.861, 3.489, -3.378], [-0.152, -3.350, -4.324], [-1.629, 4.809, 5.508], [-3.858, 5.400, 4.617], [2.401, -2.989, 6.247], [0.783, 2.140, 3.339], [-3.302, 5.283, -2.609], [-0.457, -0.004, -6.083], [3.816, -3.374, -4.566], [1.228, -4.219, 5.757], [2.190, -3.733, 8.629], [-2.302, 1.540, -1.762], [-1.592, -2.127, -6.737], [2.795, -4.694, 6.412], [4.339, -1.082, -5.379], [-0.569, -3.255, 7.387], [4.568, -1.695, -7.018], [-1.905, -3.167, -4.484], [1.057, -4.985, 8.150], [2.970, -1.742, -6.264], [4.239, -5.346, -6.025], [-2.597, 4.189, -1.420], [-4.448, 2.633, 0.924], [0.142, -2.344, -6.605], [1.017, 0.252, 4.586], [2.840, 4.646, -0.444], [4.537, -4.287, -7.403], [-3.237, 2.758, -3.264]], "mulliken_charge": [-0.193, -0.343, -0.091, -0.303, -0.389, -0.325, -0.192, -0.574, -0.498, -0.542, -0.503, -0.504, -0.520, -0.433, -0.435, -0.462, -0.491, -0.190, -0.896, 0.886, 0.060, -0.280, 1.051, 0.281, -0.030, 0.189, -0.581, -1.223, -0.802, -0.464, 0.579, 0.160, 0.272, -0.349, 0.241, -0.460, 0.447, -0.737, -0.877, 0.276, 0.362, -0.393, 0.781, 0.637, -0.308, -1.188, 0.353, -1.077, -0.416, -0.654, 0.320, 0.009, 0.281, 0.526, -0.523, 0.312, 0.305, 0.362, 0.530, 0.456, 0.247, 0.439, 0.402, 0.318, 0.864, 0.414, 0.433, 0.268, 0.250, 0.298, -0.382, 0.295, 0.355, 0.309, 0.256, 0.329, 0.455, 0.315, 0.120, 0.290, 0.089, 0.666, 0.282, 0.438, 0.405, 0.280, 0.128], "e_tot_ha": -2967.9923, "e_homo_ev": -8.4841, "fmax_ev_per_a": 1.056, "multiplicity": 1, "e_lumo_ev": -1.00, "e_above_lowest_ev": 0.000}

---

3.
{"formula": "CH3F2OP", "method": "ωB97M-V with the def2-TZVPD basis set", "elements": ["P", "F", "F", "O", "C", "H", "H", "H"], "xyz": [[-0.605, -0.831, 0.084], [0.764, 1.353, -0.139], [1.991, -0.464, 0.318], [-1.631, 0.396, -0.252], [0.991, 0.031, -0.432], [1.202, 0.079, -1.491], [-2.530, 0.101, -0.668], [-0.182, -0.666, 2.580]], "nbo_charge": [0.849, -0.351, -0.328, -0.992, 0.255, 0.150, 0.519, -0.102], "e_tot_ha": -656.0934, "e_homo_ev": [-9.6265, -8.5990], "fmax_ev_per_a": 2.875, "multiplicity": 1, "e_lumo_ev": [-0.81, -0.43], "e_above_lowest_ev": 5.694}

---

4.
{"formula": "C4H4Cl2O", "method": "ωB97M-V with the def2-TZVPD basis set", "elements": ["Cl", "Cl", "O", "C", "C", "C", "C", "H", "H", "H", "H"], "xyz": [[2.700, 0.939, 2.341], [0.130, -0.313, 2.328], [-0.084, -1.884, -1.134], [-0.372, -0.799, -0.809], [1.421, 0.308, 1.320], [-1.550, 0.022, -0.837], [1.329, 0.334, 0.048], [2.038, 0.782, -0.715], [-1.878, -0.020, -1.869], [-2.439, -0.386, -0.179], [-1.296, 1.015, -0.494]], "nbo_charge": [-0.001, -0.017, -0.457, 0.746, -0.161, -0.778, -0.369, 0.231, 0.263, 0.278, 0.264], "e_tot_ha": -1150.3257, "e_homo_ev": -9.1823, "fmax_ev_per_a": 4.764, "multiplicity": 1, "e_lumo_ev": 0.43, "e_above_lowest_ev": 2.458}

---

5.
{"formula": "C10H12O2S", "method": "ωB97M-V with the def2-TZVPD basis set", "elements": ["S", "O", "O", "C", "C", "C", "C", "C", "C", "C", "C", "C", "C", "H", "H", "H", "H", "H", "H", "H", "H", "H", "H", "H", "H"], "xyz": [[-0.375, 1.750, 1.371], [-0.260, 3.158, 0.517], [2.464, -0.184, 1.795], [2.359, 0.952, -0.390], [-3.562, 0.591, -0.781], [-2.681, 1.413, -0.171], [-1.990, -0.393, 1.280], [-1.867, 0.910, 0.817], [2.137, -0.293, 0.384], [2.856, -1.536, -0.072], [2.189, 2.022, -0.981], [-2.842, -1.241, 0.644], [-3.731, -0.713, -0.292], [2.426, 2.952, -1.351], [-1.170, -0.812, 1.889], [3.930, -1.433, 0.166], [2.499, -1.641, -1.146], [0.390, 2.942, -0.180], [-4.306, -1.538, -0.769], [1.047, -0.328, 0.364], [-4.037, 1.075, -1.654], [1.756, 0.288, 2.207], [-2.383, 2.354, -0.704], [2.566, -2.517, 0.358], [-2.671, -2.329, 0.870]], "nbo_charge": [0.525, -0.831, -0.710, 0.047, -0.189, -0.253, -0.252, -0.173, -0.006, -0.622, -0.320, -0.187, -0.240, 0.237, 0.211, 0.231, 0.217, 0.497, 0.220, 0.216, 0.225, 0.472, 0.230, 0.230, 0.223], "e_tot_ha": -936.7684, "e_homo_ev": -8.3269, "fmax_ev_per_a": 4.444, "multiplicity": 1, "e_lumo_ev": 0.59, "e_above_lowest_ev": 4.663}